This record from OMol25 describes a 2-piece molecular cluster, C4H11N2S overall. The level of theory is ωB97M-V/def2-TZVPD.

The geometry in XYZ format:
```
18
Properties=species:S:1:pos:R:3:forces:R:3
C -3.379069 0.800775 -1.089996 -3.155 -2.960 -2.728
C -2.786997 -0.301866 -0.673428 0.228 0.369 0.417
C 2.059957 -0.953673 1.171646 0.123 1.688 4.056
C 1.710219 0.087125 0.202758 1.901 0.573 0.915
N 1.800542 1.334948 0.516128 0.225 3.305 1.684
N 1.526183 -0.253490 -1.020940 -1.187 -3.907 -2.361
S -1.304634 -0.139485 0.240535 0.280 0.182 0.199
H -4.252774 0.546607 -1.838507 1.566 1.076 1.619
H -3.212410 1.789884 -0.820786 0.665 1.466 0.355
H -3.127327 -1.313848 -0.860622 0.008 0.207 -0.325
H 1.162366 -1.120094 1.863218 1.183 -0.087 -1.114
H 2.364166 -1.772973 0.648946 0.351 -2.677 -1.164
H 2.960954 -0.739424 1.890576 -1.738 0.220 -1.446
H 2.259805 1.702837 1.362092 -0.590 -1.096 -0.310
H 1.503360 2.140336 -0.029133 -0.074 -0.738 -0.540
H -1.674686 -0.787457 1.325380 -0.132 -0.364 0.625
H 1.387686 -1.293554 -1.198274 0.275 1.954 0.360
H 1.002656 0.273346 -1.689597 0.070 0.788 -0.245
```
Forces are in eV/Å.

Values from the calculation:
* energy relative to the best compared isomer or geometry (same formula, charge and spin): 26.9 kcal/mol
* charge: +1
* HOMO level: -12.511 eV
* 2S+1: 1
* LUMO level: -3.403 eV
* HOMO-LUMO gap: 0.335 hartree

These are the Mulliken partial charges, in e, on atoms 1 to 2: -0.4826, -0.2099

***

This record from OMol25 describes an isolated ion of composition C4H11N2S2 and charge +1. The level of theory is ωB97M-V/def2-TZVPD.

The geometry in XYZ format:
```
19
Properties=species:S:1:pos:R:3:forces:R:3
C 1.493913 0.184799 -0.128058 0.280 -0.081 -0.050
C 1.139608 0.824371 1.223464 0.795 0.353 -0.244
C -0.773961 -0.254878 0.269904 -2.251 1.282 -0.500
C 0.129056 -1.032740 -1.867550 -0.089 -0.370 -0.221
N 0.280826 -0.490714 -0.536934 0.192 0.091 0.519
N -0.209066 0.286383 1.552879 -0.030 -0.236 0.347
S -2.063619 1.444209 -0.265753 0.752 -1.302 0.810
S -1.884146 -1.654591 0.516364 0.387 0.007 -0.027
H 1.797782 0.937734 -0.861583 -0.038 0.006 0.099
H 2.298574 -0.550960 -0.039086 0.009 0.159 0.021
H 1.854388 0.562234 2.004270 -0.226 0.038 -0.024
H 1.087078 1.909740 1.139830 -0.168 -0.146 0.070
H -0.885239 -0.856776 -2.222539 -0.003 0.033 -0.034
H 0.833651 -0.552290 -2.543398 -0.001 0.045 0.021
H 0.316108 -2.107563 -1.864911 0.012 0.025 -0.112
H -0.164211 -0.473705 2.245041 -0.008 0.124 -0.186
H -0.839359 1.018248 1.906680 0.155 -0.173 -0.121
H -1.453142 1.751792 -1.400842 0.327 0.022 -0.323
H -2.958237 -0.945287 0.872220 -0.093 0.121 -0.043
```
Forces are in eV/Å.

Values from the calculation:
* structure (SMILES): CN1CC[NH2+]C1(S)S
* energy relative to the best compared isomer or geometry (same formula, charge and spin): 15.6 kcal/mol
* charge: +1
* HOMO level: -12.857 eV
* 2S+1: 1
* LUMO level: -3.620 eV
* HOMO-LUMO gap: 0.339 hartree

These are the Mulliken partial charges, in e, on atoms 1 to 2: -0.5546, -0.5159

***

This record from OMol25 describes one molecule with the formula C4H11N3. The level of theory is ωB97M-V/def2-TZVPD.

The geometry in XYZ format:
```
18
Properties=species:S:1:pos:R:3:forces:R:3
C 1.209665 -0.582077 0.576174 -1.401 -0.215 0.263
C -2.605967 0.216178 -0.237839 1.229 0.693 -0.059
C -1.046898 0.441962 -0.165222 -2.526 -1.726 0.295
N 1.751987 -1.577117 -0.298722 0.476 -1.062 -0.532
N 1.916252 0.620694 0.235744 -0.306 1.621 0.257
N -0.559988 1.607788 -0.706808 0.574 0.328 -0.589
C -0.341240 -0.537344 0.397097 2.010 0.284 0.517
H 1.417012 -0.826029 1.624436 -0.203 -0.193 0.276
H 2.738900 -1.383223 -0.432064 0.000 -0.253 -0.070
H 1.669555 -2.498504 0.114985 0.020 -0.054 -0.137
H 1.513429 1.388634 0.778165 0.234 -0.094 -0.209
H 2.882980 0.549095 0.539573 -0.072 -0.051 -0.050
H 0.415074 1.472504 -1.003494 -0.610 0.422 0.002
H -1.157740 2.008533 -1.424697 0.293 -0.140 0.236
H -0.824112 -1.423443 0.797365 -0.117 0.232 -0.102
H -3.124228 1.015064 0.301763 0.038 -0.019 -0.084
H -2.929551 0.247891 -1.282368 0.001 0.036 0.034
H -2.925131 -0.740607 0.185912 0.361 0.191 -0.046
```
Forces are in eV/Å.

Values from the calculation:
* structure (SMILES): C/C(N)=C/C(N)N
* energy relative to the best compared isomer or geometry (same formula, charge and spin): 35.7 kcal/mol
* charge: 0
* HOMO level: -7.921 eV
* 2S+1: 1
* LUMO level: 1.016 eV
* HOMO-LUMO gap: 0.328 hartree

These are the Mulliken partial charges, in e, on atoms 1 to 2: 0.4956, -1.3044

***

This record from OMol25 describes one molecule with the formula C4H11N3. The level of theory is ωB97M-V/def2-TZVPD.

The geometry in XYZ format:
```
18
Properties=species:S:1:pos:R:3:forces:R:3
C -1.374136 1.496114 -0.437292 0.435 0.486 0.300
C 0.006735 1.330806 0.161745 2.273 -0.745 0.502
C 0.510656 -0.133678 0.379342 -0.998 1.521 -0.349
N 2.052100 -2.495654 -0.237325 -0.670 -0.761 0.266
C 1.012370 -1.927249 -1.051281 1.190 0.157 0.286
N 0.528943 -0.773262 -0.929958 -1.180 -0.789 0.161
N -2.471902 1.150046 0.484847 0.466 -0.050 0.882
H -1.409104 2.563044 -0.656496 -0.538 -0.068 -0.508
H -1.471519 0.883319 -1.330956 0.027 0.222 -0.113
H 0.140711 1.936337 1.066364 -0.507 -0.331 0.317
H 0.885404 1.686404 -0.396224 -0.802 0.566 -0.860
H 1.444283 -0.094384 0.938832 0.057 -0.272 0.060
H -0.286653 -0.633667 0.938684 0.424 -0.465 0.233
H 1.641369 -2.845802 0.624164 0.402 -0.126 0.028
H 2.842735 -1.900252 -0.039869 -0.303 0.363 0.096
H 0.679224 -2.632542 -1.810314 0.068 0.460 -0.485
H -2.080917 0.484654 1.150290 -0.272 -0.534 -0.296
H -2.650294 1.905772 1.145454 -0.071 0.364 -0.521
```
Forces are in eV/Å.

Values from the calculation:
* structure (SMILES): N/C=N\CCCN
* energy relative to the best compared isomer or geometry (same formula, charge and spin): 55.6 kcal/mol
* charge: 0
* HOMO level: -9.393 eV
* 2S+1: 1
* LUMO level: 0.820 eV
* HOMO-LUMO gap: 0.375 hartree

These are the Mulliken partial charges, in e, on atoms 1 to 2: -0.4478, -0.7917

***

This record from OMol25 describes one molecule with the formula C4H11N3. The level of theory is ωB97M-V/def2-TZVPD.

The geometry in XYZ format:
```
18
Properties=species:S:1:pos:R:3:forces:R:3
C -1.605501 0.261077 2.958785 -0.486 -0.351 -4.426
C -0.773884 -0.563881 1.924324 1.279 0.841 -1.791
C -0.327206 0.446351 0.775254 -0.099 -3.269 -1.142
N 0.772581 0.004488 -0.138865 -0.212 -0.050 -0.205
C 0.796084 -0.179113 -1.529494 0.372 3.007 0.430
N -0.230017 0.447991 -2.227076 2.207 -2.924 -0.161
N 1.864757 -0.532746 -2.203918 -0.412 -1.019 2.521
H -2.224141 1.064117 2.480281 0.639 -0.618 0.353
H -0.850763 0.620865 3.512939 2.072 2.006 2.515
H -2.223604 -0.333561 3.511475 -1.616 -1.586 1.580
H -1.242557 -1.469395 1.434768 0.556 0.960 0.868
H 0.256373 -0.756373 2.320027 -1.181 -0.789 0.293
H -1.195561 0.637080 0.218029 -1.388 -0.283 -1.391
H -0.259185 1.379307 1.180507 1.538 2.643 1.454
H 1.705488 -0.136627 0.213729 -0.120 -0.176 0.445
H -0.861645 0.875870 -1.561217 -1.130 -0.036 -1.720
H 0.011980 0.064800 -3.223704 -2.242 2.065 1.989
H 1.495408 -1.170823 -2.871039 0.224 -0.421 -1.612
```
Forces are in eV/Å.

Values from the calculation:
* structure (SMILES): [H]/N=C(\N)NCCC
* energy relative to the best compared isomer or geometry (same formula, charge and spin): 80.8 kcal/mol
* charge: 0
* HOMO level: -8.064 eV
* 2S+1: 1
* LUMO level: 0.830 eV
* HOMO-LUMO gap: 0.327 hartree

These are the Mulliken partial charges, in e, on atoms 1 to 2: -1.1914, -0.3043

***

This record from OMol25 describes one molecule with the formula C4H11N3O. The level of theory is ωB97M-V/def2-TZVPD.

The geometry in XYZ format:
```
19
Properties=species:S:1:pos:R:3:forces:R:3
C 1.493985 -0.552455 0.440206 -0.266 -0.024 0.022
C -0.028237 -0.403912 0.584695 0.192 -0.278 -0.283
C -2.394143 1.974294 -0.734304 2.606 1.019 0.379
N -0.572812 0.702031 -0.177444 0.363 -1.972 -0.568
C -1.901825 0.577814 -0.747696 0.956 -0.237 2.313
N 2.047146 -1.580420 1.321894 0.053 0.056 -0.001
N 1.808711 -0.795181 -0.951694 0.067 0.042 -0.080
O -2.544446 -0.442072 -0.690514 0.404 0.222 -0.579
H 0.111921 1.261581 -0.670950 -0.185 -0.117 -0.139
H 1.970649 0.394950 0.719202 -0.023 -0.067 0.029
H 1.948921 -1.322454 2.297351 -0.029 -0.020 -0.013
H 2.811510 -0.879069 -1.071717 -0.023 -0.006 0.046
H 1.565448 -2.464199 1.185357 -0.010 0.052 0.026
H 1.399040 -1.671214 -1.261340 -0.053 0.062 0.002
H -0.513210 -1.333665 0.265510 0.079 -0.022 -0.005
H -0.282568 -0.267590 1.643818 0.111 -0.031 -0.053
H -1.503416 2.200629 0.099243 -3.975 0.919 -1.033
H -3.475496 2.051707 -0.711572 0.152 0.374 0.503
H -1.941180 2.549225 -1.540046 -0.421 0.027 -0.567
```
Forces are in eV/Å.

Values from the calculation:
* structure (SMILES): CC(=O)NCC(N)N
* energy relative to the best compared isomer or geometry (same formula, charge and spin): 52.0 kcal/mol
* charge: 0
* HOMO level: -9.022 eV
* 2S+1: 1
* LUMO level: 0.869 eV
* HOMO-LUMO gap: 0.363 hartree

These are the Mulliken partial charges, in e, on atoms 1 to 2: -0.1386, -0.6820

***

Which formula does entry 5 have? C4H11N3

***

The lowest HOMO-LUMO gap belongs to which entry? number 5

***

Which formula does entry 1 have? C4H11N2S